1.
{"formula": "C3H6ClNO", "method": "wB97M-V/def2-TZVPD", "symbols": ["C", "C", "C", "N", "O", "Cl", "H", "H", "H", "H", "H", "H"], "positions_angstrom": [[-0.322403, -0.674830, -0.186368], [-2.029378, 0.772359, 0.643094], [3.136822, -0.125402, 0.027829], [-0.476351, -1.259740, -1.247165], [-0.843369, -0.028619, 0.843766], [1.665478, -0.577362, 0.730086], [-1.861505, 1.822343, 0.597245], [-2.746994, 0.495304, 1.528174], [-2.520345, 0.439819, -0.272294], [3.370727, 0.989566, 0.098003], [3.804728, -0.537233, -0.766917], [-1.177411, -1.316202, -1.995450]], "forces_ev_per_angstrom": [[-1.796, -1.637, 0.314], [-2.368, -2.029, 1.400], [2.453, 3.065, -0.846], [-0.159, 0.306, -0.814], [-0.818, 1.012, -0.804], [2.900, -0.351, 0.321], [0.560, 0.722, 0.154], [1.362, 0.772, -1.627], [-0.041, 0.104, -0.019], [-0.486, -1.619, 0.398], [-1.390, -0.812, 0.923], [-0.217, 0.467, 0.598]], "s_squared": 2.01, "homo_lumo_gap_ev": [6.49, 9.92], "e_homo_ev": [-5.6, -10.2], "e_above_lowest_kcal_mol": 51.3, "spin_multiplicity": 3}



2.
{"formula": "C34H36As2BN4S2V", "method": "wB97M-V/def2-TZVPD", "symbols": ["V", "C", "C", "As", "C", "C", "C", "C", "C", "C", "C", "C", "C", "C", "C", "C", "As", "C", "C", "C", "C", "C", "C", "C", "C", "C", "C", "C", "C", "H", "H", "H", "H", "H", "H", "H", "H", "H", "H", "H", "H", "H", "H", "H", "H", "H", "H", "H", "H", "H", "H", "H", "H", "C", "N", "C", "C", "N", "B", "N", "C", "C", "N", "C", "C", "S", "C", "S", "H", "H", "H", "H", "H", "H", "H", "H", "H", "H", "H", "H"], "positions_angstrom": [[-0.313801, 0.618672, -0.079394], [1.765065, -1.472106, -2.207775], [0.465660, -2.266821, -2.200404], [-1.017610, -1.315984, -1.363429], [-2.218628, -2.681535, -0.788095], [-2.697782, -3.534037, -1.781990], [-3.517925, -4.590731, -1.419200], [-3.851315, -4.787368, -0.083650], [-3.372289, -3.929369, 0.896449], [-2.548784, -2.868514, 0.547148], [-1.875044, -0.250278, -2.697191], [-1.066813, 0.536438, -3.529478], [-1.659097, 1.349999, -4.483224], [-3.043905, 1.383177, -4.591386], [-3.842177, 0.612474, -3.750122], [-3.264871, -0.199158, -2.787251], [1.953237, -0.162830, -0.766201], [2.748178, -1.095987, 0.707769], [3.585051, -0.404896, 1.577474], [4.123793, -1.068372, 2.671138], [3.818055, -2.405968, 2.895084], [2.972397, -3.089153, 2.028036], [2.426621, -2.431782, 0.934621], [3.362065, 0.920055, -1.506578], [3.087600, 2.000393, -2.339473], [4.123055, 2.611046, -3.032588], [5.420480, 2.136902, -2.898710], [5.686743, 1.051877, -2.074454], [4.658585, 0.431405, -1.378856], [1.863880, -0.875040, -3.110675], [2.638780, -2.117397, -2.153965], [0.540521, -3.193116, -1.638667], [0.144725, -2.513866, -3.208580], [-2.451175, -3.377193, -2.823346], [-3.897911, -5.260747, -2.179938], [-4.490895, -5.615471, 0.191714], [-3.640568, -4.088672, 1.932728], [-2.170375, -2.200500, 1.308518], [0.013751, 0.481423, -3.469890], [-1.046690, 1.942279, -5.150247], [-3.506998, 2.009171, -5.343627], [-4.919407, 0.640495, -3.851562], [-3.884592, -0.802258, -2.137905], [3.841482, 0.629900, 1.392566], [4.793221, -0.544906, 3.342047], [4.251458, -2.922611, 3.742575], [2.751935, -4.136161, 2.194865], [1.775008, -2.971269, 0.260928], [2.083830, 2.372142, -2.469136], [3.914870, 3.450728, -3.682915], [6.226775, 2.609102, -3.444001], [6.698471, 0.680542, -1.973714], [4.877647, -0.413335, -0.741849], [1.432804, 5.090341, 0.859903], [0.257030, 4.362399, 1.371668], [-0.423328, 4.643268, 2.526158], [-1.445607, 3.752025, 2.614937], [-1.389217, 2.932681, 1.512152], [-2.448696, 1.794448, 1.211880], [-2.531774, 0.870320, 2.440326], [-3.523084, 0.840868, 3.401914], [-3.167200, -0.082517, 4.324519], [-1.959026, -0.614118, 3.918989], [-1.227464, -1.664506, 4.647899], [-1.595411, -0.020539, 2.776570], [-0.099556, -0.322206, 1.911588], [-0.341892, 3.325206, 0.772069], [0.137627, 2.657713, -0.761914], [1.678788, 5.876539, 1.565344], [1.199853, 5.535301, -0.104126], [2.276023, 4.412563, 0.764941], [-0.139124, 5.450010, 3.183755], [-2.212926, 3.664200, 3.366364], [-3.511339, 2.249962, 0.924872], [-2.066355, 1.081018, 0.243565], [-4.399264, 1.465723, 3.344920], [-3.667282, -0.415216, 5.220539], [-1.884012, -2.516414, 4.800247], [-0.900306, -1.278349, 5.609020], [-0.363532, -1.971510, 4.067705]], "forces_ev_per_angstrom": [[-0.723, 0.823, 0.360], [-0.202, -0.039, 0.038], [0.165, 0.181, 0.083], [-0.185, -0.919, -0.522], [-0.018, 0.123, 0.004], [-0.085, -0.022, 0.128], [-0.021, -0.026, -0.008], [-0.009, -0.014, -0.022], [-0.003, 0.005, 0.007], [-0.056, -0.043, -0.011], [0.242, 0.239, 0.089], [-0.143, -0.029, -0.024], [-0.008, -0.004, 0.017], [-0.014, 0.011, -0.008], [-0.030, 0.016, -0.002], [0.004, 0.105, -0.036], [0.955, -0.584, -0.440], [-0.152, -0.009, 0.046], [-0.010, -0.081, 0.133], [0.002, -0.004, 0.025], [0.001, -0.003, -0.006], [0.009, 0.010, 0.008], [0.134, 0.032, 0.060], [-0.168, 0.027, 0.014], [0.159, -0.035, 0.003], [-0.037, 0.013, -0.002], [0.044, -0.022, 0.017], [0.044, 0.001, -0.005], [0.094, 0.133, -0.019], [0.006, 0.028, -0.124], [0.079, -0.086, -0.015], [0.049, -0.111, 0.066], [-0.050, -0.072, -0.123], [0.022, -0.005, -0.083], [0.012, 0.020, 0.032], [0.006, 0.011, -0.002], [-0.002, -0.006, -0.022], [0.024, 0.005, 0.031], [0.082, -0.012, -0.016], [-0.007, -0.007, 0.010], [0.007, -0.023, 0.022], [0.027, 0.002, -0.008], [-0.036, -0.037, 0.031], [0.013, 0.055, 0.015], [-0.020, -0.021, -0.021], [-0.014, 0.022, -0.038], [0.005, 0.038, -0.002], [-0.038, -0.061, -0.046], [-0.119, 0.029, -0.056], [0.007, -0.018, 0.011], [-0.008, 0.005, 0.012], [-0.025, 0.011, -0.010], [0.028, -0.057, -0.015], [-0.149, -0.049, 0.050], [0.281, 0.163, -0.042], [0.014, 0.021, 0.064], [0.008, -0.041, -0.026], [-0.242, -0.160, -0.047], [0.134, 0.165, 0.306], [-0.103, 0.175, -0.165], [0.050, 0.006, -0.139], [0.099, -0.102, 0.026], [0.096, -0.246, 0.200], [-0.075, 0.117, -0.062], [-0.048, 0.075, 0.112], [0.057, -0.047, 0.491], [-0.132, 0.038, 0.048], [0.025, 0.479, -0.057], [-0.011, 0.010, 0.034], [-0.038, 0.004, -0.014], [0.025, -0.057, 0.011], [-0.009, -0.034, -0.086], [0.033, -0.027, -0.048], [0.086, -0.091, -0.079], [-0.228, -0.024, -0.036], [0.043, -0.026, -0.043], [0.062, 0.011, -0.053], [-0.037, -0.007, -0.011], [0.001, 0.043, 0.025], [0.024, 0.003, -0.037]], "s_squared": 0.88, "charge": 3, "homo_lumo_gap_ev": [5.79, 6.75], "e_homo_ev": [-16.6, -16.6], "e_above_lowest_kcal_mol": 0.0, "spin_multiplicity": 2}



3.
{"formula": "C34H72O20S7", "method": "wB97M-V/def2-TZVPD", "symbols": ["C", "O", "H", "H", "H", "H", "C", "O", "H", "H", "H", "H", "C", "O", "H", "H", "H", "H", "C", "C", "O", "C", "O", "O", "H", "H", "H", "H", "C", "C", "C", "S", "O", "O", "C", "H", "H", "H", "H", "H", "H", "H", "H", "C", "C", "C", "S", "O", "O", "C", "H", "H", "H", "H", "H", "H", "H", "H", "C", "C", "C", "S", "O", "O", "C", "H", "H", "H", "H", "H", "H", "H", "H", "C", "C", "C", "S", "O", "O", "C", "H", "H", "H", "H", "H", "H", "H", "H", "C", "C", "C", "S", "O", "O", "C", "H", "H", "H", "H", "H", "H", "H", "H", "C", "C", "C", "S", "O", "O", "C", "H", "H", "H", "H", "H", "H", "H", "H", "C", "C", "C", "S", "O", "O", "C", "H", "H", "H", "H", "H", "H", "H", "H"], "positions_angstrom": [[-17.534621, 12.184465, 16.746040], [-16.476421, 11.270086, 16.956776], [-17.433733, 13.084566, 17.341242], [-17.653066, 12.545077, 15.726629], [-18.435649, 11.631919, 17.180892], [-15.717321, 11.729192, 17.181747], [-13.327921, 12.026497, 19.321334], [-13.860837, 12.419032, 18.044935], [-12.887075, 12.909352, 19.790235], [-14.119172, 11.684658, 20.003328], [-12.492600, 11.367779, 19.145077], [-13.108779, 12.696096, 17.539016], [-12.753499, 12.593949, 7.592224], [-12.106984, 13.289587, 6.542313], [-12.064409, 12.294712, 8.342530], [-13.404214, 13.228439, 8.182866], [-13.354598, 11.710098, 7.211418], [-12.557696, 13.095411, 5.742539], [-11.771220, 17.341484, 10.278641], [-11.844185, 18.085640, 11.656874], [-11.105609, 17.247641, 12.540829], [-11.023251, 16.019098, 11.964788], [-10.588880, 15.067624, 12.543579], [-11.519346, 16.030746, 10.710509], [-10.950859, 17.668153, 9.622425], [-12.700914, 17.369901, 9.770931], [-12.912235, 18.139965, 11.878667], [-11.427393, 19.061446, 11.688565], [-11.666613, 17.463734, 17.399886], [-12.149124, 18.690995, 16.686152], [-13.644693, 18.451516, 16.186741], [-14.271307, 17.251846, 17.276293], [-15.399276, 16.567868, 16.711623], [-14.461258, 17.939039, 18.544450], [-12.739075, 16.328431, 17.355111], [-11.416656, 17.671396, 18.479421], [-10.764042, 16.927817, 17.063961], [-11.536482, 18.940192, 15.807718], [-12.140089, 19.554914, 17.305986], [-13.698132, 18.043143, 15.167290], [-14.219207, 19.312130, 16.464368], [-12.700145, 15.758534, 16.442538], [-12.649702, 15.648029, 18.190112], [-19.608922, 15.675039, 13.154280], [-19.610975, 15.901379, 11.699851], [-18.793600, 14.766433, 11.116583], [-19.359693, 13.307753, 11.956756], [-18.215877, 12.430362, 12.180106], [-20.507021, 12.731952, 11.275423], [-19.811731, 14.120789, 13.476797], [-20.333560, 16.243908, 13.733440], [-18.560528, 15.955250, 13.471917], [-19.121465, 16.823147, 11.408813], [-20.686663, 15.935721, 11.421577], [-17.748802, 14.868461, 11.218506], [-18.999645, 14.572982, 10.068434], [-19.138337, 13.779849, 14.238809], [-20.844355, 13.990734, 13.786704], [-14.806777, 8.970870, 17.805732], [-13.374800, 8.390888, 18.317444], [-12.426106, 8.819919, 17.168348], [-13.437902, 8.640372, 15.673319], [-12.996354, 7.438223, 15.019530], [-13.423912, 9.843774, 14.875877], [-15.018407, 8.438244, 16.385037], [-14.691937, 10.079755, 17.787675], [-15.592151, 8.742816, 18.499040], [-13.345218, 7.326143, 18.374497], [-13.103759, 8.920123, 19.197423], [-11.570544, 8.147307, 17.059948], [-12.109978, 9.829953, 17.244398], [-15.176313, 7.318657, 16.330731], [-15.839668, 8.877929, 15.774033], [-17.906484, 20.113285, 12.246107], [-17.019924, 19.619050, 13.419119], [-16.157448, 18.537096, 12.831579], [-15.810044, 19.034483, 11.088233], [-16.332098, 18.030346, 10.140701], [-14.475825, 19.476485, 10.800565], [-16.899063, 20.457965, 11.041614], [-18.480963, 20.985355, 12.592337], [-18.618611, 19.322501, 11.890817], [-17.578136, 19.102202, 14.315305], [-16.433287, 20.501712, 13.839032], [-16.815867, 17.693563, 12.721239], [-15.296579, 18.185128, 13.377115], [-17.311543, 20.464673, 10.020550], [-16.227532, 21.270646, 11.342944], [-19.058082, 10.622812, 8.366602], [-18.451766, 10.116884, 9.656254], [-16.994679, 10.711414, 9.751652], [-16.903891, 12.069964, 8.605562], [-16.103513, 11.772077, 7.477408], [-16.710434, 13.387511, 9.257987], [-18.597632, 12.052555, 8.145130], [-20.151338, 10.614739, 8.471800], [-18.968766, 10.065426, 7.509056], [-18.503748, 9.031038, 9.732068], [-19.146705, 10.463115, 10.393960], [-16.209200, 9.983482, 9.682712], [-16.981444, 11.188554, 10.716726], [-18.764721, 12.490662, 7.177036], [-18.973910, 12.673974, 8.975625], [-9.171714, 12.344876, 14.043252], [-10.557733, 11.824622, 13.846736], [-11.463164, 12.528928, 14.882525], [-10.396626, 12.630709, 16.317145], [-10.817455, 11.588633, 17.197812], [-10.412476, 13.982659, 16.787444], [-8.826922, 12.285020, 15.553126], [-9.157956, 13.380030, 13.744910], [-8.432576, 11.900340, 13.471292], [-10.650765, 10.749104, 14.006835], [-10.753096, 11.955198, 12.792808], [-12.281549, 11.849401, 15.170263], [-11.813576, 13.544358, 14.596922], [-8.386370, 11.370494, 15.903996], [-8.122389, 13.034164, 15.913072], [-13.909058, 12.870817, 11.835776], [-14.515440, 11.979186, 12.941294], [-15.103862, 12.872851, 13.956859], [-15.039072, 14.530913, 13.346622], [-13.817088, 15.086396, 13.937297], [-16.274675, 15.238976, 13.554379], [-14.788193, 14.077213, 11.690911], [-13.921191, 12.320411, 10.898418], [-12.862763, 13.099704, 12.040653], [-13.654583, 11.409641, 13.344628], [-15.253279, 11.335234, 12.463183], [-14.531354, 12.890475, 14.854453], [-16.131151, 12.662210, 14.293974], [-14.391587, 14.912983, 11.136208], [-15.728896, 13.722653, 11.242643]], "forces_ev_per_angstrom": [[-1.274, -0.834, 1.560], [-2.233, -1.174, -1.130], [0.239, 0.216, 0.329], [-0.150, -0.521, -0.323], [0.751, 0.980, -1.163], [2.608, 1.585, 0.717], [0.110, 1.200, -0.128], [-0.955, -0.491, 0.727], [-0.050, 0.091, 0.183], [0.244, -0.288, -0.620], [-0.004, -0.785, 0.319], [0.601, 0.230, -0.563], [-1.358, -0.722, -0.499], [0.689, 0.187, 1.064], [1.174, -0.692, 0.231], [-0.663, 0.437, -0.344], [0.741, 0.982, 0.568], [-0.590, -0.159, -0.976], [1.117, 1.310, 1.106], [-0.757, -0.598, -1.276], [-0.277, -0.426, -0.640], [-0.049, -0.015, 0.855], [-0.102, 0.036, -0.528], [0.427, -1.286, 0.466], [-0.241, -0.012, 0.203], [-0.809, 0.096, -0.524], [0.264, -0.076, 0.659], [0.374, 0.796, -0.152], [0.695, -2.262, 2.059], [-0.918, -0.053, -2.121], [1.893, 0.026, 0.133], [-0.115, -0.096, 1.557], [-0.041, -0.435, -0.242], [0.179, -0.321, -0.253], [0.003, 0.887, 0.076], [-0.554, -0.022, -0.995], [-0.100, 0.815, -0.496], [-0.137, -0.176, 0.216], [-0.007, 0.574, 0.655], [-0.137, 0.518, 0.254], [-0.580, 0.591, -0.719], [0.125, -0.204, -0.526], [-0.337, -0.024, 0.264], [2.150, -0.780, 2.523], [-1.101, 0.058, -1.077], [-1.919, -0.345, -1.098], [0.604, -0.919, -0.104], [-0.436, 0.259, 0.114], [0.293, 0.478, 0.288], [-0.270, 1.927, -0.373], [0.053, 0.140, -0.136], [-1.150, -0.381, 0.292], [-0.171, 0.384, 0.050], [0.756, -0.221, -0.761], [1.145, 0.183, 0.478], [0.043, 0.102, -0.181], [0.298, -0.161, 0.346], [-0.051, -0.557, -0.305], [1.726, 0.021, 0.477], [-1.361, 1.755, -2.497], [-0.873, -1.209, 0.166], [1.481, 0.095, -0.829], [-0.175, -0.547, -0.146], [0.079, 0.530, 0.187], [-1.176, -1.433, 0.378], [-0.098, -0.913, -0.064], [-0.510, -0.234, 0.162], [-0.255, -0.719, 0.510], [0.237, -0.034, 1.007], [-0.146, 0.214, -0.173], [0.228, 0.888, 0.047], [0.119, 1.097, 0.460], [0.916, 0.179, 0.530], [0.004, 0.193, -0.603], [-0.283, 0.349, 1.635], [0.032, -0.153, -0.942], [-1.265, -1.317, -1.741], [0.244, 0.796, 1.647], [0.945, 0.239, 0.644], [-0.592, -0.995, 1.858], [0.118, -0.240, -0.481], [0.591, 0.631, 0.409], [0.711, 1.347, -1.726], [-0.642, -1.134, -0.494], [-0.031, -0.674, -0.277], [0.452, 0.215, 0.028], [0.124, 0.388, 0.589], [-0.469, 0.199, -0.470], [-2.024, 1.330, 0.670], [0.716, -0.225, -1.010], [-1.660, -0.106, 1.324], [-0.818, 2.582, 0.701], [1.479, -0.785, -1.253], [0.294, -1.981, -0.296], [-0.455, -0.276, 1.646], [0.071, 0.246, 0.209], [1.137, -1.622, -1.985], [0.430, -0.017, -0.172], [0.347, 0.570, 1.011], [0.407, -0.123, -0.473], [0.480, 0.200, 0.507], [0.072, 0.163, -0.278], [-0.512, -0.079, -0.641], [0.052, 1.162, 2.012], [-0.495, -0.518, -0.114], [-0.009, -0.231, -0.852], [-0.585, 0.648, -1.155], [-0.007, -1.039, 1.212], [0.159, 0.824, 0.601], [0.296, 0.481, -0.339], [-0.125, 0.568, -0.075], [1.358, -1.289, -1.122], [0.235, -0.102, 0.174], [-0.856, 0.387, -0.202], [0.126, 0.468, -0.082], [0.326, -0.608, 0.146], [-0.388, -0.861, -0.004], [-0.230, 0.379, -0.261], [0.591, -0.680, -0.683], [1.525, -0.603, -1.215], [-1.622, 0.137, 1.395], [0.713, 0.165, 1.647], [-0.590, 0.185, -0.885], [-0.462, 0.424, -0.174], [-0.229, -0.121, -0.660], [0.122, -0.047, -0.179], [-0.065, 0.303, 0.117], [-1.054, -0.097, -0.157], [0.019, -0.188, 0.344], [0.580, 0.119, 0.773], [0.277, -0.066, -0.571], [0.168, 0.224, -0.254], [0.032, 0.515, 0.269]], "homo_lumo_gap_ev": 10.23, "smiles": "O=S1(=O)CCCC1.O=S1(=O)CCCC1.O=S1(=O)CCCC1.O=S1(=O)CCCC1.O=S1(=O)CCCC1.O=S1(=O)CCCC1.O=S1(=O)CCCC1.O=C1OCCO1.CO.CO.CO", "e_homo_ev": -9.9}



no.,molecular weight (g/mol)
1,107.5
2,776.4
3,1025.4